Entry 1:
C5H5NO2 | ωB97M-V/def2-TZVPD

## Properties
F_max = 1.969 eV/Å
Electronic energy = -398.63787 hartree
Orbital gap (alpha / beta) = 0.3135 / 0.3135 Ha
ΔE to the lowest compared entry with this formula, charge and spin = 88.23 kcal per mole

```
13
Properties=species:S:1:pos:R:3:forces:R:3:nbo_charge:R:1
N 1.3203 -0.4183 0.6522 -0.183 -0.893 0.032 -0.635
C 0.8249 -1.9102 0.7009 0.436 1.858 0.485 0.914
C -0.7060 0.0176 -0.4152 -0.357 -1.666 -0.328 0.392
C 0.5894 0.4125 -0.0737 -0.597 1.112 0.798 0.090
C -1.9423 0.0642 -0.8204 0.179 -0.005 0.247 -0.472
C 0.4549 1.7877 -0.1552 0.950 -0.273 -0.261 -0.417
O -0.2926 -1.9617 0.1314 -0.171 0.356 -0.626 -0.645
O 1.5462 -2.6526 1.3107 -0.196 -0.250 -0.315 -0.625
H 2.1928 -0.1384 1.0766 -0.080 -0.149 -0.107 0.416
H -2.5416 0.9615 -0.7440 0.123 0.021 -0.016 0.258
H -2.4039 -0.8433 -1.1917 0.092 0.003 0.053 0.276
H 0.9499 2.4388 0.5527 0.114 -0.003 -0.025 0.219
H 0.0080 2.2420 -1.0241 -0.311 -0.111 0.062 0.228
```
Positions in Å, forces in eV/Å.


Entry 2:
C4H9N2O | ωB97M-V/def2-TZVPD

## Properties
F_max = 6.922 eV/Å
Electronic energy = -342.07410 hartree
Orbital gap (alpha / beta) = 0.3622 / 0.3623 Ha
ΔE to the lowest compared entry with this formula, charge and spin = 177.69 kcal per mole
Total charge = +1

```
16
Properties=species:S:1:pos:R:3:forces:R:3:nbo_charge:R:1
C -2.3016 -1.0715 1.1439 6.502 0.189 -2.365 -0.241
C -0.9260 -1.0928 1.2339 -2.824 -0.292 3.780 -0.269
C 0.8979 0.7130 -1.3639 5.394 1.583 -0.340 0.320
C -0.0383 -0.9903 0.1193 0.193 0.005 -1.249 -0.267
N 2.0494 2.1469 -1.5067 0.866 -2.362 1.756 -0.237
N 0.5300 0.4169 0.0242 -1.792 2.087 -0.372 -0.576
O 0.6972 1.9482 -1.8066 -3.211 1.178 -0.810 -0.358
H -2.9511 -1.2593 1.8628 -2.606 -0.496 3.475 0.217
H -2.6494 -0.9816 0.1677 -1.006 0.158 -1.584 0.187
H -0.3780 -1.2045 2.2201 -1.098 0.074 -0.965 0.225
H 1.4577 -0.0824 -1.9428 -1.312 0.866 0.520 0.254
H -0.6095 -1.2300 -0.7957 0.805 0.257 0.044 0.245
H 0.8597 -1.5875 0.2811 -0.255 -0.387 -0.506 0.242
H 2.1894 2.5930 -0.5170 -1.187 -0.961 -1.504 0.319
H 1.3844 0.4698 0.5838 -0.400 0.243 0.370 0.460
H -0.2118 1.2120 0.2959 1.930 -2.140 -0.251 0.480
```
Positions in Å, forces in eV/Å.